120
Properties=species:S:1:pos:R:3:forces:R:3 method="wB97M-V/def2-TZVPD" smiles=CC1(C)CCCC(C)(C)N1O.CC1(C)CCCC(C)(C)N1O.CC1(C)CCCC(C)(C)N1O.CC1(C)CCCC(C)(C)N1O homo_energy_ev=-7.91 largest_force_ev_per_a=5.0 de_lowest_kcal_mol=120.90 e_tot_ev=-52705.1959 molar_mass_g_mol=629.028 orbital_gap_ha=0.31257
O 2.683 0.866 5.822 0.82 0.63 -0.08
O -0.149 -5.742 4.138 0.52 -0.59 -0.79
O -1.344 1.772 -2.939 -0.92 2.05 -2.24
O -0.287 4.220 -5.092 0.37 -0.34 -1.34
N -1.225 1.409 -1.664 -0.59 -2.59 4.24
N -0.659 3.472 -6.306 -1.51 0.90 1.30
N -1.238 -4.950 3.767 -1.56 0.60 0.67
N 2.893 -0.188 4.922 -0.38 -2.62 -0.37
C 4.177 -2.217 3.442 0.43 -1.10 -1.26
C -1.163 -3.596 4.432 -3.85 -0.17 -0.35
C -1.288 1.084 1.239 0.10 -0.77 -0.86
C 2.666 1.145 2.890 -1.16 0.05 -0.08
C 2.514 -1.712 6.777 -0.74 0.31 2.37
C -0.298 2.201 -0.802 0.04 0.04 -0.14
C -1.743 4.230 -6.962 0.99 -1.89 -3.13
C -2.432 0.724 -1.081 -0.94 -2.36 -0.41
C 1.756 3.663 -7.120 -0.59 0.20 -1.48
C 3.443 -1.356 5.681 2.21 -1.00 -0.29
C 0.021 1.950 -8.225 1.53 1.44 1.22
C -3.811 1.508 -0.885 1.24 1.51 -0.37
C -0.826 3.596 -0.482 -0.47 1.37 -0.96
C -3.304 -3.096 2.997 0.08 0.89 0.81
C -1.957 -6.605 1.824 0.51 1.16 2.17
C 4.880 0.894 3.858 0.88 -0.07 -0.78
C -3.013 4.182 -6.079 0.92 0.30 -0.31
C -0.860 -4.270 1.361 -0.14 -1.98 -0.34
C 3.638 -1.086 2.620 -0.07 0.97 2.73
C -2.740 -3.104 4.401 2.31 -0.48 -0.18
C 0.007 1.470 0.575 0.00 0.97 -1.19
C 4.896 -1.197 6.249 0.09 1.50 0.23
C 0.999 2.331 -1.626 0.87 0.37 0.78
C -1.773 -5.161 2.404 0.29 3.80 -1.96
C 3.549 0.176 3.659 0.10 0.82 -1.37
C 0.485 2.788 -6.887 -0.35 -1.66 0.00
C 3.544 -2.551 4.803 -0.50 -0.09 -3.81
C -1.979 3.414 -8.343 -0.16 0.17 0.28
C -2.836 -0.549 -1.943 0.29 -0.07 -0.89
C -1.345 5.646 -7.378 -0.70 -0.09 1.13
C -3.174 -4.450 2.372 -0.90 -0.74 -0.29
C -0.751 2.855 -9.125 -1.27 -0.19 1.45
C -0.310 -2.508 3.842 1.07 -0.62 -1.31
C 0.802 1.692 -5.802 0.86 0.96 -1.98
C -2.070 0.062 0.260 1.06 2.68 3.32
C -0.869 -3.767 5.878 1.46 -0.69 0.54
H 4.839 1.762 4.515 -0.31 -0.29 0.36
H 0.519 2.123 1.282 0.09 0.75 -0.42
H 2.658 -1.369 2.237 -0.25 0.38 0.20
H -3.866 -0.866 -1.782 -0.14 0.44 0.14
H 1.134 3.260 -2.180 -0.50 0.07 -0.13
H -0.357 5.704 -7.833 0.03 -0.01 0.33
H -2.705 -7.051 2.478 -0.14 -0.40 -0.21
H 1.433 2.275 -5.131 -0.16 -0.94 0.84
H 1.833 0.553 2.513 -0.18 0.23 -0.16
H -1.093 2.214 -9.937 -0.19 0.56 -0.45
H -0.098 4.289 -0.059 0.31 -0.39 0.41
H 0.789 0.729 0.409 -0.58 -0.83 -0.11
H -4.700 1.030 -0.474 0.51 -0.92 -0.07
H 2.880 -1.235 7.686 -0.54 0.51 0.19
H -1.022 -7.148 1.963 -0.03 -0.16 -0.49
H 0.008 -1.716 4.520 -0.66 0.16 0.06
H 4.058 -3.111 2.830 0.08 -0.36 -0.06
H 4.273 -0.892 1.755 0.10 0.42 0.19
H -1.761 3.721 0.065 0.14 -0.68 0.46
H 1.997 4.487 -6.449 -0.19 -0.75 0.93
H -2.826 -2.160 4.938 0.15 0.28 -0.26
H -1.025 -3.201 1.221 -0.30 -0.12 0.63
H -2.676 2.631 -8.044 0.17 -0.47 -0.37
H 1.641 4.268 -8.020 -0.34 -0.20 -0.55
H 0.196 -4.459 1.553 0.08 0.21 0.39
H 2.536 -2.909 4.593 -0.11 -0.28 0.01
H 5.749 -1.057 5.584 -0.63 0.21 -0.81
H -2.952 -0.131 0.870 -0.39 -0.54 -0.63
H -4.133 1.965 -1.821 0.13 -0.17 -0.28
H -4.338 -2.857 3.245 -0.42 -0.04 -0.93
H 2.453 -2.746 7.118 0.52 -0.40 -0.74
H -0.104 1.195 -5.455 0.04 0.44 0.31
H -3.469 3.196 -5.994 0.15 -0.07 -0.34
H -2.316 -6.572 0.795 0.23 0.06 0.19
H -0.632 -6.554 4.308 0.54 -0.39 0.43
H -1.809 2.007 1.493 -0.46 0.02 -0.49
H 5.715 0.251 4.137 -0.16 0.07 0.14
H -2.485 4.008 -9.104 -0.45 0.47 0.49
H 0.643 -2.936 3.533 0.18 -0.22 -0.05
H 5.261 -2.123 3.513 0.15 0.19 0.38
H -2.704 -0.466 -3.022 -0.30 0.82 -0.15
H -3.578 -4.365 1.363 0.65 -0.11 -0.53
H 0.185 -3.990 6.047 0.26 -0.19 -0.19
H -0.544 3.655 -4.360 -0.23 -0.35 0.16
H -0.732 1.292 -3.501 0.29 -0.51 0.24
H 5.153 1.326 2.895 0.16 -0.07 -0.16
H 2.615 3.037 -7.359 0.11 -0.06 0.45
H -1.449 6.152 -6.418 0.66 0.93 -0.29
H 1.807 2.355 -0.895 0.26 0.00 0.03
H -4.000 -5.009 2.811 0.45 -0.89 0.56
H -3.677 2.368 -0.229 0.30 0.12 0.18
H 1.474 -1.446 6.590 0.10 0.33 -0.12
H -1.082 4.121 -1.402 0.04 -0.19 -0.53
H 3.195 1.587 2.045 0.03 -0.17 -0.05
H -3.375 -3.797 4.953 0.39 -0.36 0.25
H -0.752 -2.177 2.902 0.04 0.67 0.34
H 1.248 1.515 -2.304 -0.42 -0.22 0.13
H 2.217 1.973 3.438 0.30 0.06 0.39
H 1.758 1.107 5.730 -0.15 -0.15 -0.10
H -0.468 1.001 -8.007 -0.53 0.33 0.53
H -1.394 -4.643 6.258 -0.39 0.48 0.44
H 0.878 1.616 -8.811 0.69 0.15 0.45
H 4.826 -0.264 6.807 0.54 -0.13 0.63
H -0.116 3.673 -9.465 -0.07 -0.04 -0.27
H -0.974 -2.810 6.390 -0.74 -0.21 0.23
H -2.712 4.457 -5.069 -0.20 0.31 -0.02
H -1.039 0.722 2.236 -0.27 -0.87 -0.03
H -0.974 -4.684 0.360 -0.31 -0.11 -0.20
H -2.938 -2.326 2.317 0.26 0.27 0.29
H -2.286 -1.480 -1.806 0.62 0.24 0.85
H -1.391 -0.788 0.332 -0.27 -0.27 -1.02
H 1.350 0.945 -6.376 0.57 -0.19 0.56
H 4.189 -3.416 4.958 -0.29 0.13 1.84
H 5.330 -2.023 6.813 -1.04 -0.17 0.67
H -3.730 4.898 -6.482 -0.15 -0.02 0.18
H -2.066 6.063 -8.082 -0.10 0.00 0.09